*w*
Formula: C8H13NS
Source: OMol25
Level of theory: wB97M-V/def2-TZVPD

Bonds (Å) are listed after each position.
Cartesian coordinates (Å):
1 C -0.74 -2.07 1.02  C2 1.512, C6 1.486, N9 1.302
2 C 0.19 -2.84 0.11  C1 1.512, S10 1.814, H11 1.094, H12 1.094
3 C -0.62 0.97 -1.08  C4 1.573, C5 1.584, H13 1.093, H14 1.093
4 C 0.41 2.14 -0.89  C3 1.573, C7 1.483, C8 1.478
5 C -0.57 -0.52 -0.54  C3 1.584, N9 1.306, S10 1.770
6 C -1.30 -2.70 2.24  C1 1.486, H15 1.092, H16 1.089, H17 1.090
7 C 0.52 2.72 0.47  C4 1.483, H18 1.095, H19 1.090, H20 1.089
8 C 1.48 2.33 -1.89  C4 1.478, H21 1.088, H22 1.099, H23 1.088
9 N -1.04 -0.86 0.63  C1 1.302, C5 1.306
10 S 0.53 -1.70 -1.27  C2 1.814, C5 1.770
11 H 1.13 -3.12 0.59  C2 1.094
12 H -0.29 -3.74 -0.28  C2 1.094
13 H -1.56 1.33 -0.66  C3 1.093
14 H -0.75 0.85 -2.16  C3 1.093
15 H -1.00 -2.15 3.14  C6 1.092
16 H -0.93 -3.72 2.33  C6 1.089
17 H -2.39 -2.72 2.21  C6 1.090
18 H -0.11 3.61 0.56  C7 1.095
19 H 1.54 3.02 0.70  C7 1.090
20 H 0.17 2.01 1.22  C7 1.089
21 H 1.15 2.07 -2.89  C8 1.088
22 H 2.35 1.71 -1.66  C8 1.099
23 H 1.82 3.37 -1.88  C8 1.088

multiplicity: 1
gap between HOMO and LUMO (alpha / beta): 7.3 / 7.4 eV

---

*x*
Formula: C8H13NS
Source: OMol25
Level of theory: wB97M-V/def2-TZVPD

Bonds (Å) are listed after each position.
Cartesian coordinates (Å):
1 C -1.08 0.18 1.75  C2 1.580, C6 1.504, N9 1.203
2 C -0.25 -1.17 1.73  C1 1.580, S10 1.845, H11 1.132, H12 1.101
3 C 0.48 -0.79 -2.32  C4 1.590, C5 1.445, H13 1.117, H14 1.117
4 C 0.90 0.23 -1.18  C3 1.590, C5 1.399, C7 1.507, C8 1.479
5 C 0.15 -0.92 -0.92  C3 1.445, C4 1.399, S10 1.724
6 C -2.55 -0.12 1.82  C1 1.504, H15 1.050, H16 1.135, H17 1.137
7 C 0.33 1.62 -1.09  C4 1.507, H18 1.162, H19 1.145, H20 1.116
8 C 2.35 0.23 -0.89  C4 1.479, H21 1.148, H22 1.094, H23 1.179
9 N -0.60 1.28 1.79  C1 1.203
10 S -0.40 -2.14 0.17  C2 1.845, C5 1.724
11 H 0.84 -1.17 2.03  C2 1.132
12 H -0.63 -1.64 2.65  C2 1.101
13 H -0.41 -0.49 -2.93  C3 1.117
14 H 1.15 -1.48 -2.89  C3 1.117
15 H -2.83 -1.04 1.39  C6 1.050
16 H -3.14 0.78 1.47  C6 1.135
17 H -2.98 -0.27 2.86  C6 1.137
18 H -0.83 1.51 -1.02  C7 1.162
19 H 0.79 2.35 -1.84  C7 1.145
20 H 0.53 2.12 -0.11  C7 1.116
21 H 2.88 0.80 -1.73  C8 1.148
22 H 2.80 -0.77 -0.81  C8 1.094
23 H 2.51 0.89 0.07  C8 1.179

multiplicity: 1
gap between HOMO and LUMO (alpha / beta): 4.8 / 3.5 eV

---

Which structure is the least stable? The one labeled *x*.

---

*w*
Formula: C4H22O7
Source: OMol25
Level of theory: wB97M-V/def2-TZVPD

Bonds (Å) are listed after each position.
Cartesian coordinates (Å):
1 O 0.09 0.03 1.23  H2 0.971, H3 0.965
2 H -0.71 -0.51 1.09  O1 0.971
3 H -0.07 0.54 2.03  O1 0.965
4 O -1.31 1.63 3.16  H5 0.964, H6 0.965
5 H -1.18 2.38 3.74  O4 0.964
6 H -1.61 0.92 3.74  O4 0.965
7 O 2.94 1.38 3.61  H8 0.962, H9 0.964
8 H 1.99 1.29 3.49  O7 0.962
9 H 3.31 0.90 2.87  O7 0.964
10 O -2.01 -1.57 0.30  H11 0.968, H12 0.962
11 H -1.93 -1.16 -0.57  O10 0.968
12 H -2.76 -2.17 0.22  O10 0.962
13 O -2.95 2.09 0.66  H14 0.969, H15 0.961
14 H -2.25 1.94 1.32  O13 0.969
15 H -3.32 2.95 0.85  O13 0.961
16 C 2.45 -3.05 -0.11  C17 1.514, H19 1.093, H20 1.097, H21 1.091
17 C 1.87 -2.08 -1.12  C16 1.514, O18 1.412, H22 1.098, H23 1.090
18 O 2.08 -0.73 -0.75  C17 1.412, H24 0.968
19 H 3.47 -2.79 0.15  C16 1.093
20 H 2.51 -4.06 -0.54  C16 1.097
21 H 1.85 -3.10 0.80  C16 1.091
22 H 0.79 -2.26 -1.21  C17 1.098
23 H 2.33 -2.23 -2.10  C17 1.090
24 H 1.36 -0.49 -0.15  O18 0.968
25 C -0.30 0.64 -3.28  C26 1.511, H28 1.092, H29 1.092, H30 1.091
26 C -0.73 1.51 -2.12  C25 1.511, O27 1.430, H31 1.096, H32 1.094
27 O -2.15 1.39 -1.99  C26 1.430, H33 0.971
28 H 0.78 0.52 -3.36  C25 1.092
29 H -0.66 1.08 -4.22  C25 1.092
30 H -0.71 -0.36 -3.17  C25 1.091
31 H -0.49 2.57 -2.31  C26 1.096
32 H -0.26 1.22 -1.18  C26 1.094
33 H -2.40 1.61 -1.08  O27 0.971

multiplicity: 1
gap between HOMO and LUMO: 9.4 eV
SMILES string: CCO.CCO.O.O.O.O.O

---

*x*
Formula: C4H22O7
Source: OMol25
Level of theory: wB97M-V/def2-TZVPD

Bonds (Å) are listed after each position.
Cartesian coordinates (Å):
1 C 14.33 9.96 -8.29  O2 1.421, H3 1.090, H4 1.090, H5 1.090
2 O 14.08 11.19 -7.63  C1 1.421, H6 0.960
3 H 13.94 9.18 -7.63  C1 1.090
4 H 13.84 9.98 -9.26  C1 1.090
5 H 15.40 9.88 -8.48  C1 1.090
6 H 14.41 11.29 -6.74  O2 0.960
7 C 17.76 7.48 -8.54  O8 1.389, H9 1.090, H10 1.090, H11 1.090
8 O 17.36 6.91 -9.75  C7 1.389, H12 0.960
9 H 17.85 6.77 -7.71  C7 1.090
10 H 18.75 7.90 -8.74  C7 1.090
11 H 17.18 8.30 -8.13  C7 1.090
12 H 16.71 7.39 -10.25  O8 0.960
13 C 18.25 12.24 -9.02  O14 1.369, H15 1.090, H16 1.090, H17 1.090
14 O 17.73 12.14 -7.75  C13 1.369, H18 0.960
15 H 18.97 13.01 -9.29  C13 1.090
16 H 18.61 11.28 -9.38  C13 1.090
17 H 17.49 12.46 -9.76  C13 1.090
18 H 17.06 12.82 -7.69  O14 0.960
19 C 19.33 12.14 -3.21  O20 1.417, H21 1.090, H22 1.090, H23 1.090
20 O 18.89 13.48 -3.29  C19 1.417, H24 0.960
21 H 18.65 11.64 -2.53  C19 1.090
22 H 19.13 11.70 -4.19  C19 1.090
23 H 20.31 12.03 -2.73  C19 1.090
24 H 19.59 14.14 -3.33  O20 0.960
25 O 17.38 10.08 -6.00  H26 0.957, H27 0.957
26 H 18.14 9.54 -5.75  O25 0.957
27 H 17.67 10.54 -6.78  O25 0.957
28 O 19.49 8.17 -5.32  H29 0.957, H30 0.957
29 H 19.32 8.56 -4.46  O28 0.957
30 H 20.29 7.66 -5.21  O28 0.957
31 O 14.93 11.27 -5.22  H32 0.957, H33 0.957
32 H 15.25 11.77 -4.47  O31 0.957
33 H 15.68 10.77 -5.52  O31 0.957

multiplicity: 1
gap between HOMO and LUMO: 9.6 eV
SMILES string: CO.CO.CO.CO.O.O.O

---

Which structure is the least stable? The one labeled *x*.

---

*w*
Formula: FHNO2S
Source: OMol25
Level of theory: wB97M-V/def2-TZVPD

Bonds (Å) are listed after each position.
Cartesian coordinates (Å):
1 N 1.00 0.73 0.90  F4 1.379, S5 1.833
2 O -1.11 0.14 2.29  S5 1.470
3 O 0.68 1.57 3.20  S5 1.489
4 F 1.49 1.79 0.17  N1 1.379
5 S -0.27 1.33 2.08  N1 1.833, O2 1.470, O3 1.489
6 H -0.11 -0.28 -0.48  no bonds

multiplicity: 1
gap between HOMO and LUMO (alpha / beta): 7.5 / 7.8 eV
charge: -1

---

*x*
Formula: FHNO2S
Source: OMol25
Level of theory: wB97M-V/def2-TZVPD

Bonds (Å) are listed after each position.
Cartesian coordinates (Å):
1 N 0.07 -0.63 -0.60  S5 1.611, H6 1.004
2 O 1.66 -0.66 1.41  S5 1.435
3 O 2.39 -1.26 -0.81  S5 1.428
4 F 3.45 1.39 -0.09  no bonds
5 S 1.55 -0.43 0.00  N1 1.611, O2 1.435, O3 1.428
6 H -0.58 -0.29 0.08  N1 1.004

multiplicity: 1
gap between HOMO and LUMO (alpha / beta): 7.6 / 7.6 eV
charge: -1

---

Which structure is the least stable? The one labeled *w*.

---

*w*
Formula: C9H11N2
Source: OMol25
Level of theory: wB97M-V/def2-TZVPD

Bonds (Å) are listed after each position.
Cartesian coordinates (Å):
1 C -3.34 0.41 0.29  C2 1.496, C3 1.385, H12 1.061
2 C -3.07 -1.07 0.34  C1 1.496, C6 1.337, H13 1.054
3 C -2.35 1.24 -0.20  C1 1.385, C7 1.382, H14 1.064
4 C -0.10 1.96 -0.16  C5 1.328, C7 1.489, H15 0.994
5 C 1.11 1.45 -0.33  C4 1.328, N10 1.184
6 C -1.89 -1.43 -0.17  C2 1.337, N11 1.364, H17 1.084
7 C -1.04 0.82 -0.33  C3 1.382, C4 1.489, N11 1.356
8 C 3.07 -1.11 -0.33  C9 1.502, H18 1.109, H19 1.123, H20 1.108
9 C 3.04 0.14 0.50  C8 1.502, N10 1.371, H21 1.110, H22 1.093
10 N 2.15 1.12 0.13  C5 1.184, C9 1.371
11 N -0.91 -0.53 -0.47  C6 1.364, C7 1.356, H16 0.965
12 H -4.28 0.75 0.62  C1 1.061
13 H -3.74 -1.67 0.89  C2 1.054
14 H -2.47 2.30 -0.12  C3 1.064
15 H -0.32 2.90 -0.40  C4 0.994
16 H -0.05 -0.92 -0.63  N11 0.965
17 H -1.67 -2.48 -0.29  C6 1.084
18 H 3.22 -1.00 -1.43  C8 1.109
19 H 2.04 -1.54 -0.18  C8 1.123
20 H 3.78 -1.74 0.24  C8 1.108
21 H 4.03 0.64 0.51  C9 1.110
22 H 2.78 -0.24 1.49  C9 1.093

multiplicity: 1
gap between HOMO and LUMO: 8.1 eV
SMILES string: CCN=C=Cc1cccc[nH+]1
charge: +1

---

*x*
Formula: C9H11N2
Source: OMol25
Level of theory: wB97M-V/def2-TZVPD

Bonds (Å) are listed after each position.
Cartesian coordinates (Å):
1 C 1.39 1.16 -0.48  C2 1.281, C9 1.366
2 C 2.31 0.64 -1.21  C1 1.281, N10 1.335
3 C 3.27 -0.80 0.07  C4 1.509, N10 1.259
4 C 2.25 -0.51 1.14  C3 1.509, C9 1.620, H12 1.104, H13 1.124
5 C -1.68 -0.30 -1.38  C6 1.559, C7 1.588, H14 1.058, H15 1.130
6 C -1.63 1.09 -0.68  C5 1.559, C8 1.525, H16 1.043, H17 1.054
7 C -0.88 -1.13 -0.29  C5 1.588, N11 1.528, H18 1.152, H19 1.190
8 C -1.39 0.88 0.81  C6 1.525, N11 1.511, H20 1.104, H21 1.158
9 C 1.01 0.35 0.54  C1 1.366, C4 1.620, N11 1.476
10 N 3.29 -0.25 -1.07  C2 1.335, C3 1.259
11 N -0.34 -0.21 0.79  C7 1.528, C8 1.511, C9 1.476, H22 1.041
12 H 1.88 -1.31 1.80  C4 1.104
13 H 2.87 0.16 1.80  C4 1.124
14 H -2.69 -0.57 -1.54  C5 1.058
15 H -1.09 -0.23 -2.34  C5 1.130
16 H -0.77 1.49 -1.13  C6 1.043
17 H -2.45 1.75 -0.77  C6 1.054
18 H -1.52 -1.73 0.45  C7 1.152
19 H 0.03 -1.72 -0.79  C7 1.190
20 H -1.21 1.78 1.43  C8 1.104
21 H -2.27 0.28 1.24  C8 1.158
22 H -0.37 -0.82 1.64  N11 1.041

multiplicity: 1
gap between HOMO and LUMO (alpha / beta): 8.2 / 7.0 eV
charge: +1

---

Which structure is the least stable? The one labeled *x*.

---

*w*
Formula: C4H9N2O
Source: OMol25
Level of theory: wB97M-V/def2-TZVPD

Bonds (Å) are listed after each position.
Cartesian coordinates (Å):
1 C -1.81 -0.95 -0.61  C4 1.429, N5 1.468, H8 1.082, H9 1.049
2 C -1.15 1.06 1.06  C4 1.325, H10 1.111, H11 1.112
3 C 1.54 -0.05 0.42  N6 1.245, O7 1.482, H12 1.088
4 C -1.36 0.23 0.05  C1 1.429, C2 1.325, N5 1.438
5 N -0.98 0.02 -1.33  C1 1.468, C4 1.438, H13 1.044, H14 1.107
6 N 1.83 0.08 1.62  C3 1.245, H15 1.083
7 O 1.75 0.71 -0.84  C3 1.482, H16 1.049
8 H -1.56 -1.98 -0.38  C1 1.082
9 H -2.82 -0.90 -0.88  C1 1.049
10 H -0.94 2.15 1.06  C2 1.111
11 H -1.40 0.63 2.06  C2 1.112
12 H 1.11 -1.00 0.11  C3 1.088
13 H -1.40 0.50 -2.16  N5 1.044
14 H 0.11 -0.07 -1.42  N5 1.107
15 H 2.26 1.05 1.85  N6 1.083
16 H 2.72 1.11 -0.75  O7 1.049

multiplicity: 1
gap between HOMO and LUMO: 11.2 eV
charge: +1

---

*x*
Formula: C4H9N2O
Source: OMol25
Level of theory: wB97M-V/def2-TZVPD

Bonds (Å) are listed after each position.
Cartesian coordinates (Å):
1 C 0.56 0.91 -0.28  C2 1.508, C3 1.502, H8 1.070, H9 1.161
2 C -0.83 0.60 -0.76  C1 1.508, C4 1.499, H10 1.139, H11 1.035
3 C 0.77 0.25 1.06  C1 1.502, N6 1.489, H12 1.097, H13 1.127
4 C -0.95 -0.80 -0.26  C2 1.499, N5 1.452, N6 1.507, O7 1.504
5 N -1.02 -1.96 -1.14  C4 1.452, O7 1.430, H14 1.034
6 N 0.00 -1.01 0.89  C3 1.489, C4 1.507, H15 1.091, H16 1.030
7 O -2.13 -1.74 -0.27  C4 1.504, N5 1.430
8 H 1.21 0.28 -0.85  C1 1.070
9 H 0.85 2.04 -0.29  C1 1.161
10 H -1.47 1.32 -0.14  C2 1.139
11 H -1.14 0.67 -1.74  C2 1.035
12 H 1.78 0.11 1.46  C3 1.097
13 H 0.37 0.90 1.89  C3 1.127
14 H -1.13 -1.86 -2.16  N5 1.034
15 H 0.68 -1.84 0.66  N6 1.091
16 H -0.36 -1.29 1.81  N6 1.030

multiplicity: 1
gap between HOMO and LUMO: 10.7 eV
SMILES string: C1C[NH2+][C@@]2(C1)NO2
charge: +1

---

Which structure is the least stable? The one labeled *w*.

---

*w*
Formula: C4H9N2O
Source: OMol25
Level of theory: wB97M-V/def2-TZVPD

Bonds (Å) are listed after each position.
Cartesian coordinates (Å):
1 C -1.65 -1.08 0.64  N5 1.326, N6 1.299, H8 1.084
2 C 1.86 1.40 -1.17  C3 1.525, C4 1.441, H9 1.081, H10 1.083
3 C 1.84 1.51 0.35  C2 1.525, C4 1.442, H11 1.085, H12 1.080
4 C 1.29 0.37 -0.34  C2 1.441, C3 1.442, H13 1.068
5 N -2.49 -2.09 0.86  C1 1.326, H14 1.004, H15 1.010
6 N -1.71 -0.28 -0.38  C1 1.299, O7 1.307, H16 1.024
7 O -0.92 0.73 -0.59  N6 1.307
8 H -0.83 -0.94 1.34  C1 1.084
9 H 1.19 2.07 -1.69  C2 1.081
10 H 2.76 1.18 -1.74  C2 1.083
11 H 2.72 1.34 0.96  C3 1.085
12 H 1.17 2.25 0.76  C3 1.080
13 H 1.27 -0.70 -0.30  C4 1.068
14 H -2.33 -2.73 1.61  N5 1.004
15 H -3.30 -2.24 0.28  N5 1.010
16 H -2.45 -0.38 -1.08  N6 1.024

multiplicity: 1
gap between HOMO and LUMO (alpha / beta): 7.9 / 7.9 eV
charge: +1

---

*x*
Formula: C4H9N2O
Source: OMol25
Level of theory: wB97M-V/def2-TZVPD

Bonds (Å) are listed after each position.
Cartesian coordinates (Å):
1 C -1.38 0.28 -0.05  N6 1.309, O7 1.306
2 C 1.11 -0.73 0.12  C3 1.564, N5 1.438, H8 1.120, H9 1.113
3 C -0.06 -1.68 -0.27  C2 1.564, N6 1.476, H10 1.122, H11 1.091
4 C 1.13 1.77 0.02  N5 1.428, H12 1.005, H13 1.154, H14 1.154
5 N 0.80 0.50 -0.55  C2 1.438, C4 1.428
6 N -1.34 -1.03 0.07  C1 1.309, C3 1.476, H15 1.062
7 O -2.33 1.17 0.01  C1 1.306, H16 0.983
8 H 1.27 -0.49 1.21  C2 1.120
9 H 2.16 -0.98 -0.16  C2 1.113
10 H -0.10 -1.86 -1.38  C3 1.122
11 H 0.20 -2.64 0.16  C3 1.091
12 H 0.45 2.43 -0.30  C4 1.005
13 H 1.43 1.78 1.13  C4 1.154
14 H 2.09 2.18 -0.47  C4 1.154
15 H -2.17 -1.69 0.14  N6 1.062
16 H -3.25 1.00 0.32  O7 0.983

multiplicity: 1
gap between HOMO and LUMO (alpha / beta): 8.6 / 8.6 eV
charge: +1

---

*y*
Formula: C4H9N2O
Source: OMol25
Level of theory: wB97M-V/def2-TZVPD

Bonds (Å) are listed after each position.
Cartesian coordinates (Å):
1 C 2.20 -0.24 0.18  N6 1.315, O7 1.301, H8 1.231
2 C 0.44 1.24 -0.18  N5 1.250, O7 1.407, H9 1.037
3 C -2.62 -0.56 -0.44  C4 1.547, H10 1.035, H11 1.142, H12 1.015
4 C -1.74 0.41 0.38  C3 1.547, N5 1.391, H13 1.143, H14 1.048
5 N -0.37 0.34 0.13  C2 1.250, C4 1.391
6 N 3.40 -0.74 -0.05  C1 1.315, H15 1.012, H16 1.010
7 O 1.81 0.91 -0.28  C1 1.301, C2 1.407
8 H 1.46 -0.79 0.99  C1 1.231
9 H 0.17 2.22 -0.37  C2 1.037
10 H -2.00 -1.21 -0.96  C3 1.035
11 H -3.32 -1.19 0.20  C3 1.142
12 H -3.17 -0.04 -1.11  C3 1.015
13 H -2.26 1.43 0.44  C4 1.143
14 H -1.91 0.17 1.39  C4 1.048
15 H 3.82 -1.56 0.38  N6 1.012
16 H 4.09 -0.39 -0.69  N6 1.010

multiplicity: 1
gap between HOMO and LUMO: 9.4 eV
SMILES string: CC/N=C/OC=[NH2+]
charge: +1

---

Which structure is the least stable? The one labeled *w*.

---

*w*
Formula: C4H9N2O
Source: OMol25
Level of theory: wB97M-V/def2-TZVPD

Bonds (Å) are listed after each position.
Cartesian coordinates (Å):
1 C 3.66 0.59 -0.39  N5 1.204, H8 1.052, H9 1.033
2 C -1.58 1.35 -0.11  N6 1.464, H10 1.062, H11 1.089, H12 1.101
3 C -1.44 -1.12 -0.39  N6 1.462, H13 1.118, H14 1.050, H15 1.061
4 C 1.66 -0.58 0.08  N5 1.304, O7 1.356, H16 1.105
5 N 2.83 -0.01 0.23  C1 1.204, C4 1.304
6 N -0.78 0.13 -0.01  C2 1.464, C3 1.462, O7 1.397
7 O 0.61 0.25 -0.10  C4 1.356, N6 1.397
8 H 3.63 0.73 -1.43  C1 1.052
9 H 4.38 0.98 0.24  C1 1.033
10 H -0.92 2.18 0.00  C2 1.062
11 H -2.44 1.24 0.55  C2 1.089
12 H -2.00 1.46 -1.12  C2 1.101
13 H -1.23 -2.00 0.27  C3 1.118
14 H -1.32 -1.48 -1.37  C3 1.050
15 H -2.42 -0.95 -0.02  C3 1.061
16 H 1.53 -1.68 0.06  C4 1.105

multiplicity: 1
gap between HOMO and LUMO (alpha / beta): 8.2 / 8.2 eV
SMILES string: C=[N+]=CON(C)C
charge: +1

---

*x*
Formula: C4H9N2O
Source: OMol25
Level of theory: wB97M-V/def2-TZVPD

Bonds (Å) are listed after each position.
Cartesian coordinates (Å):
1 C 1.67 0.46 -0.78  C2 1.486, N5 1.294, H8 1.102
2 C 1.76 -0.13 0.58  C1 1.486, N6 1.414, H9 1.051, H10 1.192
3 C -0.25 -0.36 -0.34  C4 1.493, N5 1.346, N6 1.361
4 C -1.57 -1.00 -0.65  C3 1.493, H11 1.145, H12 1.034, H13 1.106
5 N 0.50 0.24 -1.29  C1 1.294, C3 1.346
6 N 0.46 -0.64 0.78  C2 1.414, C3 1.361, H14 1.020
7 O -1.20 1.43 0.41  H15 0.911, H16 0.907
8 H 2.47 1.14 -1.13  C1 1.102
9 H 2.51 -0.80 0.88  C2 1.051
10 H 1.96 0.85 1.23  C2 1.192
11 H -2.45 -0.34 -0.98  C4 1.145
12 H -1.83 -1.67 0.08  C4 1.034
13 H -1.46 -1.75 -1.45  C4 1.106
14 H 0.32 -1.25 1.59  N6 1.020
15 H -0.98 2.26 0.12  O7 0.911
16 H -1.93 1.56 0.93  O7 0.907

multiplicity: 1
gap between HOMO and LUMO: 10.8 eV
charge: +1

---

Which structure is the least stable? The one labeled *w*.